1.
C16H22BClMnO2 as an isolated structure at a distorted geometry, computed with wB97M-V/def2-TZVPD.

Element x y z (Å)
1 C 1.747 0.678 -1.420
2 C 0.564 0.343 -2.182
3 C 0.319 -1.081 -1.990
4 H 0.056 0.993 -2.883
5 C 1.246 -1.546 -0.966
6 C 2.120 -0.452 -0.650
7 H 2.994 -0.506 -0.006
8 H 2.273 1.633 -1.438
9 H -0.374 -1.699 -2.566
10 H 1.345 -2.573 -0.597
11 Mn -0.139 -0.202 -0.254
12 Cl 0.476 2.025 0.569
13 C -1.810 0.210 1.350
14 C -1.469 -1.175 1.233
15 C -1.647 -1.561 -0.148
16 H -1.287 -1.857 2.064
17 C -2.073 -0.365 -0.887
18 C -2.169 0.704 0.055
19 H -2.525 1.712 -0.172
20 H -1.873 0.765 2.286
21 H -1.587 -2.574 -0.531
22 H -2.314 -0.309 -1.950
23 C 1.483 -0.439 5.060
24 C 1.478 0.791 4.146
25 C 1.128 1.991 5.008
26 O 0.420 0.631 3.186
27 B 1.035 0.426 1.972
28 O 2.385 0.169 2.100
29 C 2.737 0.921 3.284
30 C 3.022 2.350 2.798
31 C 4.032 0.428 3.914
32 H 0.507 -0.544 5.553
33 H 2.231 -0.326 5.861
34 H 1.700 -1.369 4.507
35 H 0.192 1.796 5.556
36 H 1.918 2.164 5.756
37 H 1.009 2.896 4.389
38 H 3.303 3.012 3.633
39 H 3.865 2.306 2.092
40 H 2.160 2.765 2.251
41 H 3.984 -0.614 4.268
42 H 4.886 0.550 3.224
43 H 4.250 1.064 4.795

LUMO level (alpha / beta)	0.013 / 0.014	Eh
ΔE to the lowest compared entry with this formula, charge and spin	0.00	kJ/mol
Kohn-Sham gap (alpha / beta)	6.641 / 7.653	eV
<S²>	4.04
multiplicity	4
DFT total energy	-2409.363352	Ha
HOMO level (alpha / beta)	-0.2307 / -0.2676	hartree

=====

2.
C5H9F2MnO4V as an isolated structure at a distorted geometry, computed with wB97M-V/def2-TZVPD.

Element x y z (Å)
1 O -2.732 0.149 3.718
2 V -3.165 0.262 2.231
3 Mn -2.134 1.493 -0.621
4 F -3.543 0.173 0.184
5 F -3.019 3.013 0.052
6 C -0.358 1.848 2.245
7 O -1.430 1.297 1.527
8 H 0.619 1.618 1.806
9 H -0.454 2.938 2.129
10 H -0.401 1.578 3.299
11 O -1.022 -0.232 -1.037
12 C 0.113 -0.607 -1.344
13 O 0.309 -1.305 -2.439
14 C 1.662 -1.791 -2.477
15 C 2.138 -1.727 -1.028
16 C 1.386 -0.478 -0.541
17 H 2.211 -1.215 -3.222
18 H 1.776 -2.820 -2.823
19 H 3.209 -1.598 -0.917
20 H 1.748 -2.565 -0.455
21 H 1.950 0.420 -0.804
22 H 1.137 -0.450 0.517

LUMO level (alpha / beta)	-0.243 / -0.224	Eh
charge	+1
Kohn-Sham gap (alpha / beta)	6.625 / 7.637	eV
<S²>	12.04
multiplicity	7
DFT total energy	-2791.408077	Ha
HOMO level (alpha / beta)	-0.4860 / -0.5049	hartree

=====

3.
C13H20IrN8OS as an isolated structure at a distorted geometry, computed with wB97M-V/def2-TZVPD.

Element x y z (Å)
1 Ir 0.000 0.000 0.000
2 N 2.647 -0.040 -2.169
3 C 3.002 0.009 -0.835
4 N 4.289 0.095 -0.547
5 C 4.572 0.150 0.742
6 N 5.906 0.214 1.096
7 N 3.686 0.116 1.722
8 C 2.407 0.051 1.332
9 N 2.025 0.000 0.051
10 C 1.369 0.037 2.410
11 C 1.728 0.061 3.763
12 C 0.741 0.044 4.748
13 C -0.593 0.004 4.372
14 C -0.886 -0.017 3.022
15 N 0.051 0.000 2.049
16 H 3.354 0.407 -2.735
17 H 1.694 0.283 -2.278
18 H 6.478 -0.161 0.352
19 H 6.045 -0.170 2.020
20 H 2.774 0.094 4.058
21 H 1.016 0.062 5.799
22 H -1.386 -0.011 5.112
23 H -1.914 -0.048 2.672
24 O 0.000 1.799 0.000
25 C -1.274 3.313 -1.644
26 C -2.679 2.740 -1.710
27 N -2.682 1.408 -2.300
28 C -2.538 0.218 -1.650
29 S -2.419 0.000 0.000
30 N -2.499 -0.895 -2.433
31 C -2.549 -1.022 -3.879
32 C -1.195 -0.760 -4.514
33 H -1.295 4.325 -1.228
34 H -0.828 3.363 -2.643
35 H -0.620 2.698 -1.019
36 H -3.306 3.370 -2.349
37 H -3.132 2.718 -0.715
38 H -2.661 1.386 -3.307
39 H -2.369 -1.751 -1.904
40 H -3.303 -0.337 -4.280
41 H -2.873 -2.044 -4.100
42 H -0.846 0.257 -4.308
43 H -1.252 -0.888 -5.599
44 H -0.442 -1.453 -4.125

LUMO level (alpha / beta)	-0.147 / -0.147	Eh
charge	+1
ΔE to the lowest compared entry with this formula, charge and spin	164.38	kJ/mol
Kohn-Sham gap (alpha / beta)	6.406 / 6.408	eV
DFT total energy	-1522.939970	Ha
HOMO level (alpha / beta)	-0.3824 / -0.3824	hartree

=====

4.
C7H14OPSSc as an isolated structure at a distorted geometry, computed with wB97M-V/def2-TZVPD.

Element x y z (Å)
1 C 1.115 -0.872 -2.652
2 C 0.042 -0.233 -3.344
3 C 0.041 1.134 -3.011
4 C 1.205 1.430 -2.231
5 C 1.760 0.105 -1.831
6 Sc -0.302 0.005 -1.007
7 P 1.045 -2.096 0.065
8 H 1.226 -1.935 -2.688
9 H -0.685 -0.688 -4.022
10 H -0.721 1.859 -3.349
11 H 2.660 -0.051 -1.186
12 H 1.654 2.413 -2.007
13 H 2.387 -1.951 0.593
14 H 1.107 -3.297 -0.694
15 H 0.152 -2.596 1.148
16 C -2.581 1.239 2.664
17 S -0.926 1.388 2.059
18 C -0.001 0.156 3.013
19 O -1.033 0.544 0.720
20 H -2.614 1.616 3.688
21 H -2.849 0.189 2.548
22 H -3.211 1.857 2.015
23 H -0.592 -0.762 2.944
24 H 0.970 0.023 2.517
25 H 0.152 0.523 4.047

LUMO level (alpha / beta)	0.007 / 0.011	Eh
ΔE to the lowest compared entry with this formula, charge and spin	0.00	kJ/mol
Kohn-Sham gap (alpha / beta)	5.622 / 3.495	eV
DFT total energy	-1850.447696	Ha
HOMO level (alpha / beta)	-0.1997 / -0.1177	hartree

=====

5.
C9H21F5OP2Pd as an isolated structure at a distorted geometry, computed with wB97M-V/def2-TZVPD.

Element x y z (Å)
1 Pd -0.775 0.511 -0.223
2 H 0.438 0.314 -1.540
3 H 1.741 -1.820 0.667
4 P 0.679 2.301 0.064
5 P -1.837 -1.546 -0.461
6 C -2.305 -2.489 1.018
7 H -2.977 -3.303 0.715
8 H -1.402 -2.909 1.485
9 H -2.813 -1.836 1.740
10 C -3.378 -1.112 -1.307
11 H -3.116 -0.630 -2.256
12 H -3.971 -2.022 -1.476
13 H -3.926 -0.402 -0.670
14 C -0.954 -2.748 -1.489
15 H -0.056 -3.114 -0.967
16 H -1.625 -3.591 -1.696
17 H -0.653 -2.272 -2.431
18 C -0.312 3.711 -0.511
19 H 0.273 4.641 -0.477
20 H -0.634 3.498 -1.541
21 H -1.192 3.793 0.144
22 C 1.312 2.762 1.704
23 H 2.084 2.043 2.013
24 H 1.754 3.770 1.663
25 H 0.500 2.755 2.442
26 C 2.159 2.212 -0.986
27 H 1.870 1.937 -2.007
28 H 2.671 3.184 -1.005
29 H 2.844 1.448 -0.592
30 C -0.589 0.136 1.593
31 O -0.519 -0.091 2.728
32 H -0.364 0.078 -1.861
33 F 1.287 -3.786 1.009
34 C 2.207 -2.746 1.024
35 F 2.671 -2.576 2.302
36 C 3.317 -3.015 -0.003
37 F 4.088 -4.076 0.309
38 F 2.758 -3.236 -1.237
39 F 4.099 -1.909 -0.114

LUMO level (alpha / beta)	0.027 / 0.012	Eh
ΔE to the lowest compared entry with this formula, charge and spin	26.73	kJ/mol
Kohn-Sham gap (alpha / beta)	5.044 / 8.847	eV
<S²>	2.01
multiplicity	3
DFT total energy	-1740.566356	Ha
HOMO level (alpha / beta)	-0.1588 / -0.3135	hartree

=====

6.
C19H23MgN3O8S as an isolated structure at a distorted geometry, computed with wB97M-V/def2-TZVPD.

Element x y z (Å)
1 Mg 0.136 -0.406 0.120
2 O 3.022 -0.823 2.838
3 C 1.960 -0.895 2.246
4 O 1.539 -0.059 1.355
5 C 1.102 -2.160 2.428
6 C 1.218 -2.980 1.121
7 C 0.935 -4.454 1.373
8 C -0.581 -4.415 1.682
9 C -0.918 -2.944 1.426
10 O 0.031 -2.568 0.383
11 C -0.457 -2.052 2.579
12 C -1.091 -0.644 2.457
13 O -1.267 0.010 3.465
14 O -1.427 -0.298 1.248
15 H 1.528 -2.713 3.262
16 H 2.101 -2.764 0.523
17 H 1.139 -5.035 0.475
18 H 1.538 -4.852 2.188
19 H -1.142 -5.074 1.021
20 H -0.810 -4.690 2.710
21 H -1.925 -2.744 1.076
22 H -0.758 -2.439 3.551
23 O -1.349 -0.052 -1.506
24 N -2.604 -0.224 -1.138
25 C -3.138 -1.461 -1.202
26 C -4.415 -1.701 -0.769
27 C -5.157 -0.642 -0.249
28 C -4.597 0.612 -0.195
29 C -3.296 0.817 -0.651
30 S -2.592 2.398 -0.644
31 H -2.464 -2.204 -1.599
32 H -4.815 -2.702 -0.828
33 H -6.165 -0.800 0.110
34 H -5.140 1.454 0.209
35 O 1.250 -0.785 -1.518
36 C 2.390 -0.635 -1.953
37 C 3.579 -0.360 -1.088
38 C 3.692 1.186 -1.079
39 C 3.679 1.897 -2.447
40 C 2.324 1.939 -3.184
41 C 1.926 0.634 -3.910
42 N 2.615 -0.514 -3.297
43 H 4.479 -0.802 -1.524
44 H 3.435 -0.719 -0.072
45 H 4.613 1.441 -0.555
46 H 2.874 1.570 -0.464
47 H 4.460 1.485 -3.098
48 H 3.979 2.931 -2.265
49 H 2.336 2.754 -3.911
50 H 1.555 2.196 -2.455
51 H 2.214 0.656 -4.959
52 H 0.852 0.464 -3.858
53 H 3.605 -0.469 -3.489
54 O 0.025 1.772 -0.446
55 N -0.723 2.104 -1.262

LUMO level	-0.045	Eh
ΔE to the lowest compared entry with this formula, charge and spin	79.24	kJ/mol
Kohn-Sham gap	7.214	eV
DFT total energy	-2102.322711	Ha
HOMO level	-0.3102	hartree